(1)
Here is a cluster of 4 separate species, C24H62BN5O8P2S in total at a distorted geometry from OMol25. Energies are from wB97M-V/def2-TZVPD.

Last column: Mulliken charge in e.
Atoms and positions in Å:
1 S 3.1599 2.9202 -2.4069  1.35
2 P 2.1290 3.9600 -5.6145  -0.10
3 P 0.7981 6.0454 -3.9697  0.20
4 O 0.1068 6.5411 -2.7168  -0.65
5 O 1.7596 2.1904 -2.9519  -0.63
6 O 4.3328 2.2062 -2.9798  -0.66
7 O 2.8138 4.3815 -3.1391  -0.45
8 O 0.7712 3.8398 -1.7231  -0.44
9 O 3.3803 2.9576 -0.9549  -0.60
10 O 0.8455 3.2662 -6.4896  -0.41
11 O -1.3378 1.6472 -3.2845  -0.41
12 N -1.3547 3.7474 -4.6039  -0.01
13 N 3.4015 -6.0164 -0.8019  0.07
14 N 3.3149 2.6650 -5.6357  -0.59
15 N -3.3884 1.5665 2.8198  0.65
16 N 0.7080 -1.1199 2.4907  0.48
17 C -0.3028 -1.9686 4.6804  -1.22
18 C 0.3283 -2.2555 1.6713  0.08
19 C -0.1376 -0.8547 3.6445  -0.33
20 C -5.9297 1.4082 2.5638  -1.15
21 C 0.7633 3.2399 -2.9880  0.97
22 C -4.0719 1.7605 5.2779  -1.46
23 C 2.1418 -1.0416 2.7351  -0.60
24 C -4.5282 0.9559 2.1495  -0.60
25 C 2.9605 -7.2260 -1.4824  -0.71
26 C -1.1063 -2.1922 1.1651  -1.36
27 C 1.5399 -7.7242 -1.2089  -0.95
28 C 2.6559 -4.8333 -1.1932  -0.28
29 C 2.7918 -2.1643 3.5465  -1.19
30 C -3.1768 1.1511 4.1972  -0.65
31 C 0.0143 1.8075 -0.4464  -0.62
32 C -1.9309 3.5764 3.0004  -1.32
33 C 1.5507 4.3272 -3.8482  1.19
34 C 2.4651 -6.1853 1.5733  -0.77
35 C 3.6643 -6.1558 0.6232  -0.75
36 C -2.3497 4.6256 -3.9182  -1.00
37 C -3.2638 2.9888 2.5580  -0.54
38 C -2.0856 2.9252 -5.6021  -1.27
39 C 3.2888 -3.5345 -0.7166  -1.22
40 C -0.1576 3.3248 -0.7831  -0.33
41 B -0.6703 2.8535 -3.6533  -0.20
42 H 2.5639 -2.0831 4.6087  0.33
43 H 4.1632 3.0761 -5.2586  0.33
44 H -1.8662 4.6186 2.6820  0.45
45 H 3.0576 -7.0538 -2.5597  0.41
46 H 1.2707 -8.4842 -1.9471  0.39
47 H -3.6234 1.5935 6.2605  0.44
48 H 0.0737 3.8368 0.1725  0.33
49 H -1.1318 -0.5809 3.2794  -0.14
50 H 0.1397 1.1733 -1.3363  0.33
51 H -4.4624 -0.1313 2.2568  0.33
52 H 2.4946 -3.1560 3.1993  0.18
53 H -1.1675 -1.7528 5.3141  0.44
54 H 1.7231 -5.4206 1.3345  0.08
55 H 2.6418 -0.9947 1.7613  0.35
56 H 1.9722 -7.1567 1.5773  0.29
57 H -0.8576 1.4750 0.1524  0.07
58 H -1.8314 -2.2756 1.9771  0.30
59 H 4.2701 -7.0520 0.7847  0.38
60 H -6.0217 2.4945 2.6064  0.26
61 H 3.0060 1.8602 -5.0990  0.31
62 H -1.8124 3.5625 4.0853  0.36
63 H -5.0576 1.2976 5.2991  0.30
64 H 2.7379 -2.6842 -1.1239  0.44
65 H 4.3246 -3.4527 -1.0507  0.39
66 H 3.8791 -2.1011 3.4517  0.41
67 H -0.0926 6.0005 -5.0835  0.08
68 H -1.2915 -3.0210 0.4785  0.48
69 H 0.4765 -3.2099 2.1983  0.12
70 H -1.2926 -1.2609 0.6264  0.12
71 H -0.9953 0.8984 -3.7775  0.30
72 H -2.1993 3.4818 -6.5493  0.32
73 H 1.6134 -4.8683 -0.8433  0.19
74 H -3.3458 3.1481 1.4782  0.47
75 H -0.4737 -2.9444 4.2222  0.24
76 H 0.9798 -2.2812 0.7925  0.05
77 H 1.8621 6.9307 -4.3083  0.13
78 H -3.2467 0.0603 4.2525  0.47
79 H 3.6655 -8.0335 -1.2636  0.36
80 H -2.8287 4.1618 -3.0351  0.27
81 H 0.9030 1.6265 0.1901  0.32
82 H -4.4170 1.1385 1.0750  0.37
83 H -6.6600 1.0505 1.8333  0.43
84 H -3.0886 2.6238 -5.2429  0.39
85 H 1.1130 3.1889 -7.4066  0.30
86 H 0.5604 -2.0425 5.3407  0.30
87 H 0.7977 -6.9277 -1.2806  0.26
88 H -2.1356 1.3648 4.4565  0.31
89 H 3.2648 -3.4456 0.3717  0.04
90 H 0.2198 0.0484 4.1485  0.48
91 H 2.8041 -5.9987 2.5957  0.37
92 H -1.4779 2.0324 -5.8404  0.36
93 H -1.0948 3.0350 2.5517  0.18
94 H 4.3184 -5.3331 0.9272  0.37
95 H 2.3691 -0.0837 3.2126  0.43
96 H -4.0768 3.5661 3.0208  0.26
97 H 2.6150 -4.7951 -2.2859  0.45
98 H -4.1970 2.8381 5.1590  0.27
99 H -1.2188 3.6006 -0.9720  0.07
100 H -3.1530 4.8277 -4.6552  0.45
101 H -1.8912 5.6063 -3.6976  0.31
102 H 1.4552 -8.1937 -0.2296  0.23
103 H -6.2218 0.9947 3.5283  0.24

## Properties
SMILES = CCO[C@]1(B(O)N(C)C)OS(=O)(=O)O[C@@]1([PH2]=O)P(N)O.CCN(CC)CC.CCN(CC)CC.CCN(CC)CC
Frontier orbital gap = 0.295 Ha
Energy relative to the best compared isomer or geometry (same formula, charge and spin) = 0.000 eV

(2)
Here is a cluster of 3 separate species, C24H62ClN4O8P4 in total at a distorted geometry from OMol25. Energies are from wB97M-V/def2-TZVPD.

Last column: Mulliken charge in e.
Atoms and positions in Å:
1 Cl 1.5195 -2.9293 -0.4276  -0.20
2 P -0.1071 0.1971 0.3228  0.28
3 P 1.0638 -1.0262 -1.1247  0.57
4 P -4.8160 -5.9195 -1.3574  1.08
5 P 5.3643 2.9092 5.1711  1.10
6 O -6.1906 -5.5963 -2.2303  -0.35
7 O -4.2636 -4.3636 -1.2078  -0.34
8 O 3.9651 3.2074 4.3216  -0.41
9 O 5.8492 4.4750 5.3824  -0.33
10 O 6.1749 2.8851 3.6707  -0.27
11 O 4.7082 2.6754 6.5301  -0.73
12 O -3.9893 -6.0368 -2.8450  -0.25
13 O -5.4877 -6.0593 0.0059  -0.72
14 N 4.7127 -1.2895 -1.8419  -0.67
15 N 0.9050 0.8609 1.3885  -0.51
16 N 3.8487 -0.8210 0.4246  -0.44
17 N 4.7096 0.9094 -0.9482  -0.64
18 C 1.9298 3.6311 5.5703  -1.30
19 C -1.6310 4.2679 0.3546  -0.11
20 C -3.1131 -4.1189 -0.4172  -0.32
21 C 3.9267 -0.3645 -0.9716  0.63
22 C -5.2570 -7.7272 -4.1133  -0.94
23 C -1.0024 5.7218 0.3821  -1.18
24 C -2.4300 4.4855 -2.1713  -0.77
25 C 2.5261 0.0135 -1.6487  -1.15
26 C -3.2741 1.1702 -2.8984  -0.84
27 C -0.8451 0.0582 -3.0115  -0.18
28 C -3.9364 -7.3316 -3.4732  -0.39
29 C -1.8409 -4.5274 -1.1408  -0.63
30 C 4.9590 1.1948 2.3568  -0.56
31 C -2.8384 4.1300 -0.6846  -0.37
32 C -2.5503 2.3191 -3.7059  -0.88
33 C 8.2817 4.4113 5.4285  -0.95
34 C -2.3176 -0.0227 -2.4416  0.00
35 C -8.2176 -5.0308 -1.0192  -1.23
36 C 2.7299 2.6388 4.7461  -0.04
37 C -0.0929 -1.2867 -2.6056  -0.08
38 C 6.2723 1.6200 2.9929  -0.75
39 C -1.6174 3.2491 -2.7961  0.61
40 C -7.4571 -6.0920 -1.7930  -0.37
41 C 7.0008 4.7355 6.1771  -0.32
42 H 2.5267 4.0760 6.3659  0.32
43 H -2.0051 1.9142 -4.6068  0.32
44 H -0.8268 3.4900 0.1769  -0.10
45 H -5.6826 -6.8978 -4.6797  0.26
46 H -3.3608 2.9886 -4.1293  0.52
47 H -7.6073 -4.5794 -0.2369  0.29
48 H 2.1640 2.3762 3.8461  0.14
49 H -5.1192 -8.5802 -4.7810  0.42
50 H -1.8049 -4.0897 -2.1414  0.15
51 H -3.6194 -8.0811 -2.7438  0.32
52 H 1.5889 4.4556 4.9389  0.28
53 H -3.2598 3.0840 -0.5793  0.11
54 H 2.8969 1.7089 5.2945  0.45
55 H -3.6553 4.8281 -0.3291  0.43
56 H -3.8152 1.5732 -1.9907  0.26
57 H -0.7733 3.5913 -3.4655  0.38
58 H 0.4530 -1.7118 -3.4953  0.49
59 H 5.7069 0.7063 -0.8899  0.29
60 H -8.5160 -4.2195 -1.6879  0.31
61 H -5.9857 -8.0191 -3.3547  0.20
62 H 5.1174 0.3798 1.6592  0.41
63 H -0.8457 -2.0509 -2.2437  -0.40
64 H -1.7367 5.3663 -2.1757  0.21
65 H 6.9454 4.1740 7.1153  0.28
66 H -1.0856 -0.6071 0.9788  0.17
67 H -3.0873 -3.0444 -0.2140  0.23
68 H 2.6468 -0.0267 -2.7692  0.48
69 H 4.7291 -0.8952 -2.7859  0.31
70 H 2.9844 -0.5362 0.8922  0.18
71 H -0.8035 1.2364 -0.3782  -0.14
72 H -0.4507 5.9340 -0.5797  0.29
73 H -8.0266 -6.3666 -2.6853  0.41
74 H -7.3366 -7.0039 -1.2051  0.40
75 H 8.3735 3.3339 5.2616  0.24
76 H -1.8600 6.4478 0.5226  0.27
77 H -0.2419 0.9272 -2.6282  -0.16
78 H -3.3233 4.6671 -2.8295  0.41
79 H 6.9842 5.7983 6.4256  0.33
80 H 8.2910 4.8920 4.4488  0.23
81 H -2.0418 4.0583 1.3898  0.37
82 H -0.3021 5.8323 1.2593  0.36
83 H 1.0561 3.1492 6.0137  0.37
84 H 4.4892 1.4590 -1.7799  0.23
85 H -3.1674 -7.2726 -4.2460  0.33
86 H -1.2118 2.6820 -1.9000  -0.80
87 H -0.8957 0.0938 -4.1393  0.43
88 H 7.0268 1.7408 2.2127  0.36
89 H 6.6309 0.8570 3.6887  0.33
90 H -1.7924 -5.6124 -1.2614  0.40
91 H 4.4902 2.0270 1.8298  0.28
92 H -2.3837 -0.0989 -1.3209  -0.08
93 H 4.2561 0.8446 3.1179  0.16
94 H -9.1149 -5.4537 -0.5649  0.36
95 H 0.5611 0.5078 2.2961  0.24
96 H 2.3070 1.0918 -1.3765  0.54
97 H -2.7743 -0.9754 -2.8520  0.39
98 H 3.9732 -1.8340 0.3980  0.27
99 H -3.1985 -4.6367 0.5436  0.31
100 H -0.9584 -4.2099 -0.5787  0.10
101 H 4.2175 -2.1894 -1.8290  0.29
102 H 9.1551 4.7405 5.9961  0.41
103 H -4.0732 0.7360 -3.5690  0.35

## Properties
Frontier orbital gap = 0.242 Ha
Charge = +1

Calculated energy in order - -2933.02040; -3597.84063 Eh
Calculated HOMO energy in order - -8.04; -11.39 eV